(1)
67
Properties=species:S:1:pos:R:3:forces:R:3 method="wB97M-V/def2-TZVPD" s2=6.27 homo_ev="-17.39 / -16.58" largest_force_ha_per_bohr=0.0396 charge=+3 homo_lumo_gap_ha="0.302 / 0.172" e_lumo_ev="-9.2 / -11.9" spin_multiplicity=5 energy_ev=-158220.987
Mn -0.0185 -0.0107 -0.3588 1.2 0.0 1.6
P -2.4027 -0.1036 -0.6829 -0.7 0.0 0.0
P 0.1765 -2.4563 -0.3144 0.0 -0.9 -0.4
P -0.0096 2.4368 -0.3732 -0.1 0.9 -0.4
H 1.5632 -0.9035 -2.2499 0.2 0.2 0.0
C 1.5802 0.0334 -1.6945 0.2 0.0 1.5
C 2.1241 0.0758 -0.3519 -0.4 0.0 -1.3
H 2.5864 -0.8215 0.0739 -0.3 0.4 -0.2
C -2.7312 -0.1500 -2.4725 -0.2 0.0 -0.4
C -3.3288 -1.5478 -0.0490 -0.2 -0.1 0.0
C -3.4497 1.2782 -0.1003 -0.2 0.1 0.0
C 1.8570 -3.1865 -0.2774 0.2 0.3 0.0
C -0.6429 -3.4830 0.9539 -0.3 0.2 0.2
C -0.4516 -3.0888 -1.9232 0.0 -0.1 0.0
C 1.6065 3.2998 -0.3644 0.3 -0.2 0.0
C -0.8900 3.4049 0.9016 -0.2 -0.2 0.2
C -0.7014 2.9990 -1.9803 -0.1 0.1 0.0
H 1.4867 0.9445 -2.2850 0.2 -0.2 0.0
H 2.5123 1.0185 0.0495 -0.2 -0.5 -0.2
H -3.8171 -0.1873 -2.6458 0.3 0.0 0.0
H -2.2650 -1.0308 -2.9351 -0.2 0.1 0.2
H -2.3200 0.7392 -2.9717 -0.2 -0.1 0.3
H -4.3851 -1.4359 -0.3401 0.3 -0.1 0.1
H -3.2735 -1.6029 1.0465 -0.1 0.0 -0.3
H -2.9515 -2.4919 -0.4604 -0.1 0.3 0.1
H -4.4950 1.0550 -0.3666 0.3 0.1 0.1
H -3.1697 2.2319 -0.5638 -0.1 -0.3 0.1
H -3.3858 1.3908 0.9903 -0.1 0.0 -0.3
H 1.8041 -4.2726 -0.4574 -0.1 0.4 0.1
H 2.3158 -3.0197 0.7077 -0.1 -0.1 -0.3
H 2.5043 -2.7349 -1.0403 -0.1 -0.2 0.1
H -0.7692 -4.5101 0.5760 0.1 0.3 0.1
H -1.6224 -3.0831 1.2391 0.3 -0.2 -0.1
H -0.0137 -3.5106 1.8548 -0.1 0.0 -0.3
H -0.1383 -4.1367 -2.0319 -0.2 0.3 -0.1
H -0.0298 -2.5020 -2.7516 0.0 -0.2 0.2
H -1.5456 -3.0273 -1.9852 0.3 -0.1 0.0
H 1.4623 4.3757 -0.5557 -0.1 -0.4 0.1
H 2.2785 2.8926 -1.1310 -0.1 0.2 0.2
H 2.0905 3.1833 0.6158 -0.1 0.1 -0.2
H -0.8663 4.4718 0.6296 0.0 -0.4 0.1
H -0.3858 3.2716 1.8684 -0.1 0.0 -0.3
H -1.9324 3.0888 1.0185 0.3 0.1 0.0
H -0.4889 4.0712 -2.0973 -0.2 -0.3 -0.1
H -1.7850 2.8360 -2.0354 0.3 0.1 0.0
H -0.2332 2.4483 -2.8087 0.0 0.2 0.2
C 0.9454 0.1133 -6.3751 -0.7 -0.1 0.9
C 2.0855 -0.0999 -5.5784 1.4 0.0 0.2
C 3.3624 -0.0339 -6.1347 -0.7 -0.2 1.0
C 3.5328 0.2156 -7.5026 -0.2 0.0 0.0
C 2.3989 0.3971 -8.3133 -0.8 0.0 0.0
C 1.1190 0.3421 -7.7609 -0.2 0.3 -1.0
Se -0.7558 0.1032 -5.4882 1.3 -0.1 -0.3
H -0.2934 -0.1834 -4.0469 0.0 0.2 -1.4
H 1.9435 -0.3017 -4.5187 0.3 0.0 -0.2
H 4.2294 -0.1794 -5.4887 -0.2 0.0 -0.2
H 4.5375 0.2645 -7.9241 -0.3 0.0 0.1
H 2.5369 0.5842 -9.3815 -0.2 -0.1 0.4
H 0.2394 0.4851 -8.4009 0.4 0.0 0.2
S -1.1285 0.0084 4.3226 1.1 0.0 -0.5
C 0.6074 0.0325 4.1780 -0.3 0.0 -1.1
C 0.9825 0.0291 2.8500 -1.2 0.0 0.5
N -0.0943 0.0065 1.9608 -0.9 0.0 0.5
C -1.2658 -0.0049 2.6264 1.3 0.0 -0.4
H 1.2676 0.0453 5.0311 -0.1 0.0 0.1
H 1.9986 0.0420 2.4561 -0.4 0.0 0.2
H -2.2412 -0.0196 2.1335 0.5 0.0 0.3



(2)
10
Properties=species:S:1:pos:R:3:forces:R:3 method="wB97M-V/def2-TZVPD" homo_ev=-9.01 largest_force_ha_per_bohr=0.1090 smiles="[H]/N=C(/N)OC=S" homo_lumo_gap_ha=0.320 e_lumo_ev=-0.3 relative_energy_kcal_mol=81.0 energy_ev=-17999.149
H -0.9491 2.0877 0.0018 -0.8 -2.1 0.4
N -1.6616 1.3139 -0.0265 -1.7 -0.2 -0.1
C -1.4710 0.0479 0.0471 0.8 5.1 -0.6
N -2.4307 -0.9130 -0.1587 -2.8 -2.4 2.7
O -0.1624 -0.3472 0.1756 0.7 -2.7 0.2
C 0.9087 0.4076 -0.0197 1.8 1.3 -0.8
S 2.4379 -0.2241 -0.0172 -1.7 0.6 0.2
H -3.4411 -0.8750 0.5940 4.6 0.0 -3.3
H -2.0797 -1.9266 -0.3224 -0.7 2.6 0.8
H 0.7829 1.5383 -0.2701 -0.1 -2.2 0.5



(3)
10
Properties=species:S:1:pos:R:3:forces:R:3 method="wB97M-V/def2-TZVPD" homo_ev=-9.47 largest_force_ha_per_bohr=0.0094 smiles="Nc1noc(=O)[nH]1" homo_lumo_gap_ha=0.364 e_lumo_ev=0.4 relative_energy_kcal_mol=23.0 energy_ev=-10687.459
N -1.8169 0.1122 0.0866 0.0 -0.1 -0.1
C -0.4848 -0.2257 0.1029 0.1 -0.2 0.1
N -0.0150 -1.3402 0.5565 -0.3 0.3 -0.1
O 1.3893 -1.1809 0.5226 0.3 0.1 0.0
C 1.7215 0.0406 0.0339 0.2 0.1 0.0
O 2.8327 0.4797 -0.0772 -0.4 -0.2 0.0
N 0.5068 0.6358 -0.2850 0.1 0.0 0.1
H -2.1483 0.5363 -0.7698 0.1 0.0 0.1
H -2.4016 -0.6605 0.3804 0.1 0.1 0.0
H 0.4163 1.6026 -0.5510 0.0 -0.1 0.1



(4)
8
Properties=species:S:1:pos:R:3:forces:R:3 method="wB97M-V/def2-TZVPD" homo_ev=-9.19 largest_force_ha_per_bohr=0.1221 smiles="C#CC#CC=S" homo_lumo_gap_ha=0.281 e_lumo_ev=-1.5 relative_energy_kcal_mol=10.0 energy_ev=-16047.693
C -3.7295 -0.2462 -0.1707 6.0 1.0 1.6
C -2.5320 -0.0570 0.1221 -5.1 -0.6 -1.1
C -1.2108 0.1940 0.2273 -0.5 -0.5 -0.6
C -0.0342 0.2308 -0.0026 -0.1 0.6 0.7
C 1.2745 0.6588 -0.0705 1.6 -1.7 -0.2
S 2.5456 -0.3645 -0.0120 -0.3 0.6 0.0
H -4.7002 -0.5479 -0.2173 -2.1 -0.5 -0.3
H 1.3628 1.6987 -0.2247 0.4 1.2 -0.1



(5)
59
Properties=species:S:1:pos:R:3:forces:R:3 method="wB97M-V/def2-TZVPD" s2=15.76 homo_ev="-2.30 / -4.42" largest_force_ha_per_bohr=0.0684 charge=-1 homo_lumo_gap_ha="0.170 / 0.248" e_lumo_ev="2.3 / 2.3" spin_multiplicity=8 relative_energy_kcal_mol=0.0 energy_ev=-72218.192
Eu -1.1618 0.3376 -0.4271 -0.3 -1.3 -2.0
C 0.5882 2.5420 -3.8919 -0.5 -0.3 0.0
O 1.6809 3.0424 -3.1475 0.3 0.1 0.5
C 1.3908 3.6353 -1.9309 -0.1 0.1 -0.1
C 1.9113 4.8893 -1.6867 -0.1 -0.3 -0.1
C 1.6953 5.5225 -0.4663 0.1 0.2 0.0
C 0.9243 4.9128 0.4908 -0.1 -0.3 0.0
C 0.3749 3.6378 0.2842 0.4 0.2 -0.7
C -0.4319 3.0740 1.3297 -0.7 -1.0 0.4
N -1.0727 1.9522 1.2350 0.1 1.7 0.8
N -1.8084 1.5742 2.3390 -0.1 0.3 1.0
C -2.5366 0.4951 2.1601 0.4 0.3 -0.8
O -2.6167 -0.1831 1.0697 -2.0 -0.2 2.5
C -3.3529 0.0830 3.3258 -0.2 -0.1 0.2
C -4.3279 -0.8956 3.1586 0.2 0.1 -0.1
C -5.1369 -1.2612 4.2180 -0.1 0.0 0.1
C -4.9782 -0.6568 5.4547 -0.1 -0.1 0.0
C -3.9964 0.3061 5.6297 -0.1 0.0 0.1
C -3.1876 0.6791 4.5739 0.0 -0.1 0.0
C 0.6426 2.9432 -0.9360 0.1 -0.4 -0.1
O 0.2533 1.7155 -1.1463 2.0 2.8 -0.6
H 0.0054 1.7981 -3.3325 0.2 0.3 -0.2
H 1.0230 2.0616 -4.7662 0.0 0.1 -0.1
H -0.0738 3.3547 -4.2134 0.1 0.0 0.0
H 2.4902 5.3710 -2.4605 0.1 0.0 -0.1
H 2.1212 6.4953 -0.2781 0.0 0.2 0.0
H 0.7310 5.4177 1.4265 0.0 0.0 0.2
H -0.5167 3.6438 2.2568 0.0 0.0 0.1
H -4.4383 -1.3528 2.1857 0.0 0.0 -0.1
H -5.9045 -2.0078 4.0732 -0.1 -0.1 0.0
H -5.6172 -0.9393 6.2795 0.0 0.0 0.1
H -3.8712 0.7759 6.5940 0.0 0.0 0.1
H -2.4253 1.4308 4.6977 0.1 0.1 -0.1
O 0.1701 -1.1837 0.5904 1.0 -0.9 1.4
S 0.1082 -2.3897 -0.2877 0.9 -0.4 -1.1
C 1.5552 -3.3776 0.1654 -0.2 0.0 0.1
C 2.5236 -2.8183 0.9760 -0.1 0.1 0.1
C 3.6187 -3.5773 1.3470 0.0 -0.1 0.0
C 3.7252 -4.8911 0.9210 0.1 0.0 0.0
C 2.7482 -5.4442 0.1079 0.0 0.0 0.0
C 1.6558 -4.6862 -0.2767 0.0 0.1 0.0
C 0.8065 -1.7569 -1.8390 0.0 -0.4 -0.1
C 0.3287 -2.2338 -3.0509 0.1 -0.1 0.1
C 0.8522 -1.7239 -4.2266 0.0 -0.1 0.1
C 1.8233 -0.7358 -4.1808 0.0 0.0 0.1
C 2.2980 -0.2634 -2.9660 0.0 -0.1 0.1
C 1.7985 -0.7835 -1.7825 0.0 -0.2 0.1
H 2.4015 -1.8030 1.3200 0.0 0.1 0.0
H 4.3846 -3.1413 1.9688 0.1 0.0 0.1
H 4.5691 -5.4883 1.2286 0.1 -0.1 0.0
H 2.8379 -6.4660 -0.2272 0.0 -0.1 0.0
H 0.8893 -5.1069 -0.9087 -0.1 -0.1 -0.1
H -0.4432 -2.9882 -3.0669 -0.2 0.0 0.0
H 0.4902 -2.0885 -5.1744 -0.1 0.0 -0.1
H 2.2163 -0.3272 -5.0988 0.0 0.1 -0.1
H 3.0464 0.5145 -2.9356 0.0 0.1 0.0
H 2.1860 -0.4467 -0.8279 -0.2 0.1 -0.1
N -2.7443 -0.7416 -3.4321 -0.3 -0.3 -0.7
C -2.2234 -0.4460 -2.4429 -0.6 -0.3 -0.9



(6)
14
Properties=species:S:1:pos:R:3:forces:R:3 method="wB97M-V/def2-TZVPD" homo_ev=-1.46 largest_force_ha_per_bohr=0.0681 charge=-1 homo_lumo_gap_ha=0.194 e_lumo_ev=3.8 relative_energy_kcal_mol=78.3 energy_ev=-16137.663
C 0.2448 1.2356 -2.0906 1.2 -0.3 -1.9
O 1.1530 0.6740 -1.1830 0.4 1.2 -0.4
H 0.3227 0.7477 -3.1538 -0.1 0.5 1.4
H 0.4489 2.3261 -2.3270 -0.2 -0.9 0.7
H -0.7830 1.0797 -1.7984 -0.5 0.1 0.3
C 0.0121 -0.2706 2.4569 -0.8 -3.0 -1.6
S -1.1873 -0.0310 1.1546 -0.2 -0.3 -0.1
C -0.5096 -1.1029 -0.1553 2.6 -0.4 1.2
H -0.3306 0.1547 3.3122 -1.0 1.6 2.6
H 0.0321 -1.3642 2.6625 0.2 0.5 -0.1
H 0.9844 0.0387 2.2430 1.6 0.7 -0.6
H -1.2997 -1.5549 -0.6919 -0.9 -0.6 -0.5
H 0.6276 -0.0319 -0.6100 -0.7 -0.3 -1.1
H 0.2846 -1.9010 0.1809 -1.8 1.2 0.0



(7)
16
Properties=species:S:1:pos:R:3:forces:R:3 method="wB97M-V/def2-TZVPD" homo_ev=-9.01 largest_force_ha_per_bohr=0.0499 smiles=CCS.CSS homo_lumo_gap_ha=0.345 e_lumo_ev=0.4 relative_energy_kcal_mol=13.0 energy_ev=-35778.277
C -1.2019 -0.6796 0.7486 -1.0 1.5 -1.8
C -2.7232 -0.5348 0.7826 -0.8 -0.2 1.5
S -3.6974 -1.9725 0.2107 0.0 0.1 -0.2
H -1.0599 -1.0723 -0.2615 0.9 -0.6 0.4
H -0.6651 -1.1249 1.5722 -0.3 -0.6 0.0
H -0.8552 0.3496 0.6303 0.4 0.1 0.3
H -3.1132 -0.3882 1.7986 0.3 -0.1 0.0
H -3.0892 0.3562 0.2784 0.3 -0.1 -0.4
H -3.8914 -1.5935 -1.0682 0.2 0.0 0.2
C 2.6444 1.6344 -0.0640 -0.6 -1.0 0.3
S 1.8238 0.6202 -1.3784 1.2 0.5 -0.3
S 3.5821 0.0352 -2.3845 -0.8 -0.5 0.8
H 3.6513 1.8803 -0.3708 0.0 0.2 -0.1
H 2.6730 0.9712 0.8008 0.3 0.2 0.1
H 2.0636 2.5031 0.2195 -0.1 0.2 -0.3
H 3.8582 -0.9845 -1.5143 0.0 0.4 -0.6



(8)
13
Properties=species:S:1:pos:R:3:forces:R:3 method="wB97M-V/def2-TZVPD" homo_ev=-8.11 largest_force_ha_per_bohr=0.0060 smiles=Cc1cc[nH]c1 homo_lumo_gap_ha=0.338 e_lumo_ev=1.1 relative_energy_kcal_mol=2.3 energy_ev=-6788.412
C 1.9478 0.0784 0.1107 0.1 0.0 0.0
C 0.4525 0.0311 -0.0082 0.0 -0.1 0.0
C -0.4672 1.0556 0.3662 0.0 0.0 0.0
C -1.7351 0.5712 0.1596 0.0 -0.1 0.1
N -1.6221 -0.6932 -0.3458 0.0 0.0 0.0
C -0.2989 -1.0314 -0.4492 0.1 0.0 0.0
H 2.2491 0.7143 0.9499 0.0 -0.1 -0.1
H 2.3556 -0.9216 0.2927 0.0 0.2 -0.1
H 2.4279 0.4742 -0.7919 -0.1 0.0 0.1
H -0.2040 2.0339 0.7511 -0.1 -0.2 0.0
H -2.7096 0.9515 0.4215 0.1 0.2 -0.2
H -2.3954 -1.2523 -0.6626 0.1 0.0 0.1
H -0.0006 -2.0118 -0.7941 0.0 0.2 0.0